*1*
C4H7N2 | ωB97M-V/def2-TZVPD

The geometry in XYZ format:
```
13
Properties=species:S:1:pos:R:3
C -0.682 -1.828 0.020
C -1.273 1.788 -0.020
C 3.351 -0.084 -0.091
C -1.547 0.485 -0.084
N 2.229 0.001 0.016
N -0.575 -0.541 -0.193
H -1.687 -2.132 0.203
H 0.152 -2.440 0.305
H -1.917 2.603 0.267
H -0.289 2.363 -0.309
H 4.400 -0.320 0.082
H 0.352 -0.087 -0.438
H -2.513 0.193 0.243
```

Summary:
Molar mass (g mol⁻¹): 83.11
Total charge: +1
LUMO energy (eV): -5.35
HOMO energy (eV): -14.782
Orbital gap (Ha): 0.34658

*2*
C4H7N2 | ωB97M-V/def2-TZVPD

The geometry in XYZ format:
```
13
Properties=species:S:1:pos:R:3
C -0.049 1.357 -0.052
N -1.035 0.073 0.097
C -0.199 -1.124 0.302
C 1.096 -0.815 -0.365
N 2.201 -0.076 0.211
C 1.237 0.650 -0.053
H -0.300 2.071 0.799
H -0.133 2.003 -0.879
H -1.682 0.288 0.996
H -1.723 -0.141 -0.662
H -0.705 -1.987 -0.099
H 0.127 -1.321 1.305
H 1.164 -0.977 -1.599
```

Summary:
Molar mass (g mol⁻¹): 83.11
Total charge: +1
LUMO energy (eV): -3.99
HOMO energy (eV): -13.969
Orbital gap (Ha): 0.36671
SMILES: C1[NH2+]C[C@@H]2N=C12

The least stable of them is *2*.

*1*
C4H7N2 | ωB97M-V/def2-TZVPD

The geometry in XYZ format:
```
13
Properties=species:S:1:pos:R:3
C -0.309 -1.159 -0.059
C -2.348 0.167 0.067
C 1.903 -0.103 0.016
C 1.065 1.105 -0.053
N 0.906 -1.159 0.010
N -1.139 -0.035 -0.229
H -0.820 -2.087 -0.041
H -2.766 1.022 -0.402
H -3.059 -0.525 0.736
H 2.463 -0.140 -0.929
H 2.439 -0.072 0.980
H 0.621 1.485 0.903
H 1.044 1.501 -1.002
```

Summary:
Molar mass (g mol⁻¹): 83.11
Total charge: +1
LUMO energy (spin up / spin down) (eV): -6.57 / -6.57
HOMO energy (spin up / spin down) (eV): -14.971 / -14.971
Orbital gap (spin up / spin down) (Ha): 0.30863 / 0.30859

*2*
C4H7N2 | ωB97M-V/def2-TZVPD

The geometry in XYZ format:
```
13
Properties=species:S:1:pos:R:3
C -2.400 -0.980 -0.014
C -2.401 -0.863 1.164
C -0.089 2.147 0.351
C 1.937 -0.740 -0.014
N 0.261 0.984 0.127
N 0.775 0.045 -0.327
H -2.556 -1.045 -1.011
H -2.478 -0.699 2.304
H 0.719 2.859 -0.176
H -0.906 2.498 0.996
H 1.703 -1.792 -0.205
H 2.307 -0.668 1.018
H 2.706 -0.351 -0.687
```

Summary:
Molar mass (g mol⁻¹): 83.11
Total charge: +1
LUMO energy (eV): -5.72
HOMO energy (eV): -14.305
Orbital gap (Ha): 0.31564

*3*
C4H7N2 | ωB97M-V/def2-TZVPD

The geometry in XYZ format:
```
13
Properties=species:S:1:pos:R:3
C 0.615 0.292 -1.087
C 1.204 0.079 1.072
C 0.246 0.962 0.239
C 0.602 -0.744 -0.029
N -1.533 -1.748 -0.320
N -0.430 -1.487 -0.161
H -0.278 0.233 -1.705
H 1.402 0.673 -1.731
H 2.263 0.178 0.925
H 0.796 -0.275 2.000
H -0.520 1.718 0.479
H -1.890 0.156 -0.101
H -2.476 -0.037 0.419
```

Summary:
Molar mass (g mol⁻¹): 83.11
Total charge: +1
LUMO energy (eV): -6.06
HOMO energy (eV): -14.667
Orbital gap (Ha): 0.31625

*4*
C4H7N2 | ωB97M-V/def2-TZVPD

The geometry in XYZ format:
```
13
Properties=species:S:1:pos:R:3
C -0.340 -0.323 2.752
N 0.326 -0.300 1.813
C 0.935 -0.331 0.549
N -0.142 -0.616 -0.470
C -0.692 0.232 -1.466
C -0.466 1.529 -1.536
H -0.876 -0.422 3.687
H 1.291 0.816 0.573
H 1.669 -1.207 0.528
H -0.638 -1.356 -0.188
H -1.335 -0.442 -2.062
H -0.750 2.265 -2.267
H 0.131 1.983 -0.647
```

Summary:
Molar mass (g mol⁻¹): 83.11
Total charge: +1
LUMO energy (eV): -4.93
HOMO energy (eV): -12.588
Orbital gap (Ha): 0.28154
SMILES: C#[N+]CNC=C

The least stable of them is *3*.

*1*
CH4N2OS | ωB97M-V/def2-TZVPD

The geometry in XYZ format:
```
9
Properties=species:S:1:pos:R:3
C -1.168 -0.251 0.180
N 2.127 -0.724 -0.070
N -0.467 1.016 -0.218
O 3.300 -0.753 -0.009
S 0.982 1.259 0.498
H -1.962 -0.471 -0.459
H -0.531 -1.207 0.179
H -1.673 -0.070 1.179
H -0.609 1.202 -1.280
```

Summary:
Molar mass (g mol⁻¹): 92.12
LUMO energy (spin up / spin down) (eV): -0.52 / -0.45
HOMO energy (spin up / spin down) (eV): -7.773 / -7.752
Orbital gap (spin up / spin down) (Ha): 0.26649 / 0.26826

*2*
CH4N2OS | ωB97M-V/def2-TZVPD

The geometry in XYZ format:
```
9
Properties=species:S:1:pos:R:3
C -1.560 0.998 1.236
N -0.927 0.393 0.358
S -0.677 -1.133 -0.070
O 0.405 -0.861 -1.287
N 1.787 -0.777 -0.892
H -1.247 2.039 1.262
H -2.422 0.579 2.003
H 2.441 -1.319 -1.499
H 2.201 0.081 -1.111
```

Summary:
Molar mass (g mol⁻¹): 92.12
LUMO energy (eV): 0.85
HOMO energy (eV): -8.837
Orbital gap (Ha): 0.35588
SMILES: C=NSON

The least stable of them is *1*.

*1*
CH4N2OS | ωB97M-V/def2-TZVPD

The geometry in XYZ format:
```
9
Properties=species:S:1:pos:R:3
O -0.158 1.905 -0.900
N -0.815 1.420 0.133
C -0.887 0.231 0.405
N -0.161 -1.050 0.005
S 1.514 -1.144 -0.689
H 0.247 1.010 -1.309
H -1.464 -0.006 1.216
H -0.361 -1.745 0.643
H 2.085 -0.620 0.495
```

Summary:
Molar mass (g mol⁻¹): 92.12
LUMO energy (eV): 0.26
HOMO energy (eV): -9.236
Orbital gap (Ha): 0.34915
SMILES: O/N=C\NS

*2*
CH4N2OS | ωB97M-V/def2-TZVPD

The geometry in XYZ format:
```
9
Properties=species:S:1:pos:R:3
O -2.179 -0.556 -0.307
N -0.908 -0.391 -0.110
C -0.210 0.709 -0.141
N 1.164 0.832 -0.216
S 2.174 -0.671 -0.269
H -2.134 -1.545 0.257
H -0.783 1.567 -0.467
H 1.524 1.537 0.570
H 1.353 -1.481 0.683
```

Summary:
Molar mass (g mol⁻¹): 92.12
LUMO energy (eV): 0.61
HOMO energy (eV): -8.700
Orbital gap (Ha): 0.34230
SMILES: O/N=C/NS

The least stable of them is *2*.